Record 1
The following is a quantum chemistry calculation of a molecular structure, C49H46F5N4O2S2SeV in a non-equilibrium geometry, from OMol25.

```
110
Properties=species:S:1:pos:R:3:lowdin_charge:R:1
V -0.301 -0.276 0.959 0.99
C 3.125 3.466 1.050 -0.07
C 2.377 3.991 2.284 -0.20
C 0.851 4.000 2.153 -0.15
C 0.245 5.238 2.319 -0.04
C -1.087 5.466 2.007 -0.07
C -1.821 4.434 1.465 -0.05
C -1.285 3.157 1.336 -0.13
C -2.220 2.154 0.662 -0.33
C -3.383 1.723 1.541 0.00
C 0.038 2.901 1.756 -0.16
N 0.503 1.566 1.749 0.03
C 1.467 1.199 2.558 -0.08
C 1.915 -0.129 2.557 -0.31
C 2.926 -0.793 3.264 -0.02
C 2.840 -2.133 2.904 -0.06
C 1.775 -2.243 2.002 -0.10
N 1.223 -1.044 1.781 -0.08
H 4.199 3.448 1.240 0.08
H 2.949 4.127 0.202 0.06
H 2.818 2.460 0.760 0.07
H 2.678 5.028 2.437 0.10
H 2.722 3.461 3.171 0.09
H 0.844 6.064 2.686 0.11
H -1.530 6.445 2.144 0.11
H -2.839 4.611 1.129 0.12
H -0.913 1.351 -0.568 0.05
H -2.666 2.663 -0.195 0.13
H -3.042 1.299 2.483 0.05
H -3.971 0.975 1.005 0.10
H -4.014 2.583 1.760 0.09
H 1.892 1.867 3.295 0.13
H 3.637 -0.333 3.935 0.11
H 3.474 -2.938 3.240 0.10
H 1.387 -3.129 1.524 0.12
C -1.230 -0.045 3.873 -0.14
N -1.413 -0.632 2.540 -0.06
C -2.345 -1.504 2.301 -0.03
C -2.242 -2.190 1.063 -0.29
C -2.925 -3.216 0.426 -0.02
C -2.165 -3.560 -0.707 -0.06
C -1.056 -2.725 -0.725 -0.11
N -1.103 -1.875 0.330 -0.09
C -2.151 -0.566 4.948 -0.24
C -1.891 -1.790 5.560 -0.04
C -2.697 -2.244 6.592 -0.07
C -3.772 -1.477 7.025 -0.09
C -4.050 -0.266 6.408 -0.08
C -3.241 0.185 5.372 -0.04
H -1.335 1.041 3.809 0.11
H -0.198 -0.242 4.167 0.12
H -3.115 -1.740 3.028 0.15
H -3.859 -3.654 0.746 0.11
H -2.400 -4.321 -1.433 0.10
H -0.228 -2.702 -1.422 0.09
H -1.048 -2.385 5.220 0.12
H -2.480 -3.191 7.071 0.11
H -4.389 -1.824 7.845 0.10
H -4.888 0.333 6.742 0.10
H -3.457 1.134 4.892 0.11
O 0.225 1.977 -1.537 -0.55
S 0.521 3.455 -1.494 1.01
C -0.822 4.385 -2.350 -0.29
C -1.055 4.159 -3.843 -0.22
C -1.672 2.813 -4.233 -0.24
C -3.174 2.714 -3.932 -0.46
S -3.625 1.141 -3.119 0.90
O -1.555 1.002 0.133 -0.16
C -2.856 0.029 -4.280 -0.55
C -1.680 -0.625 -3.931 -0.10
C -1.072 -1.485 -4.837 -0.06
C -1.634 -1.683 -6.091 -0.08
C -2.795 -1.006 -6.450 -0.09
C -3.408 -0.149 -5.546 -0.11
C 1.766 3.739 -2.738 -0.40
C 2.328 5.008 -2.808 -0.10
C 3.203 5.296 -3.843 -0.08
C 3.508 4.317 -4.783 -0.07
C 2.983 3.037 -4.660 -0.05
C 2.110 2.733 -3.624 -0.08
H -0.535 5.424 -2.163 0.09
H -1.718 4.170 -1.762 0.08
H -0.105 4.263 -4.367 0.10
H -1.705 4.965 -4.195 0.12
H -1.137 2.015 -3.721 0.08
H -1.510 2.661 -5.301 0.12
H -3.777 2.790 -4.835 0.07
H -3.501 3.492 -3.237 0.06
H -1.231 -0.459 -2.961 0.08
H -0.138 -1.969 -4.578 0.08
H -1.154 -2.354 -6.793 0.10
H -3.224 -1.141 -7.435 0.10
H -4.307 0.387 -5.826 0.10
H 2.080 5.760 -2.064 0.11
H 3.644 6.283 -3.920 0.10
H 4.175 4.550 -5.604 0.10
H 3.246 2.269 -5.377 0.11
H 1.710 1.731 -3.487 0.02
F 6.119 -4.257 -4.779 0.11
C 5.246 -3.435 -4.188 -0.16
C 4.026 -3.168 -4.775 -0.15
F 3.716 -3.737 -5.950 0.10
C 3.136 -2.312 -4.158 -0.27
F 1.981 -2.071 -4.798 0.04
C 3.393 -1.701 -2.931 -0.57
Se 2.167 -0.525 -2.108 0.62
C 4.637 -1.998 -2.372 -0.27
F 4.993 -1.452 -1.204 0.06
C 5.549 -2.838 -2.981 -0.15
F 6.735 -3.087 -2.407 0.10
```

Its HOMO energy (spin up / spin down) is -6.13 / -6.13 eV. The HOMO-LUMO gap (spin up / spin down) is 5.459 / 5.592 eV. Its spin multiplicity is 3. As for the charge: 0. Its expectation value of S² is 2.015.

Record 2
The following is a quantum chemistry calculation of a molecular structure, C49H46O5P2SSbSn in a non-equilibrium geometry, from OMol25.

```
105
Properties=species:S:1:pos:R:3:lowdin_charge:R:1
Sn -0.720 1.324 -0.391 0.96
O -3.060 4.717 2.069 0.16
C -2.697 3.663 1.365 -0.49
O -1.756 2.965 1.649 0.03
C -3.547 3.470 0.121 -0.11
O -3.370 2.225 -0.494 -0.22
C -4.133 1.167 0.068 -0.09
C -3.376 0.307 1.110 -0.65
O -3.954 -0.064 2.105 0.09
O -2.170 -0.008 0.787 -0.34
H -2.475 4.866 2.832 0.14
H -4.600 3.661 0.359 0.15
H -3.213 4.226 -0.600 0.15
H -5.052 1.539 0.527 0.14
H -4.381 0.502 -0.765 0.13
C 3.813 2.208 0.163 -0.29
C 3.323 1.204 1.204 -0.33
P 1.484 1.136 1.474 0.98
C 1.229 2.735 2.326 -0.37
C 1.095 3.894 1.564 -0.13
C 0.913 5.118 2.181 -0.08
C 0.834 5.194 3.563 -0.08
C 0.944 4.044 4.326 -0.06
C 1.147 2.822 3.711 -0.07
C 1.340 -0.016 2.880 -0.38
C 0.038 -0.310 3.283 -0.11
C -0.193 -1.107 4.388 -0.08
C 0.872 -1.616 5.113 -0.08
C 2.168 -1.345 4.706 -0.09
C 2.405 -0.558 3.591 -0.09
C 3.654 1.698 -1.268 -0.33
P 1.890 1.665 -1.827 0.93
C 1.574 3.278 -2.598 -0.39
C 2.479 4.327 -2.697 -0.07
C 2.097 5.515 -3.299 -0.07
C 0.811 5.679 -3.784 -0.07
C -0.103 4.641 -3.675 -0.07
C 0.276 3.452 -3.084 -0.16
C 2.020 0.545 -3.259 -0.40
C 1.650 0.901 -4.549 -0.08
C 1.607 -0.060 -5.544 -0.07
C 1.937 -1.373 -5.260 -0.08
C 2.312 -1.734 -3.977 -0.09
C 2.344 -0.782 -2.977 -0.17
H 4.875 2.397 0.350 0.12
H 3.292 3.162 0.286 0.09
H 3.772 1.443 2.170 0.09
H 3.629 0.194 0.915 0.09
H 1.123 3.831 0.480 0.08
H 0.825 6.014 1.585 0.11
H 0.686 6.148 4.045 0.11
H 0.874 4.098 5.403 0.11
H 1.235 1.932 4.317 0.10
H -0.793 0.099 2.727 0.09
H -1.207 -1.323 4.688 0.11
H 0.696 -2.226 5.987 0.11
H 3.006 -1.735 5.266 0.11
H 3.427 -0.369 3.302 0.10
H 4.016 0.668 -1.347 0.08
H 4.241 2.302 -1.963 0.08
H 3.481 4.234 -2.304 0.10
H 2.813 6.316 -3.401 0.11
H 0.522 6.606 -4.257 0.11
H -1.101 4.754 -4.070 0.11
H -0.433 2.627 -3.017 0.07
H 1.388 1.920 -4.787 0.10
H 1.302 0.209 -6.545 0.11
H 1.896 -2.115 -6.041 0.11
H 2.553 -2.765 -3.755 0.11
H 2.612 -1.069 -1.968 0.09
S -0.776 -0.764 -1.888 0.14
Sb -1.258 -2.523 -0.420 1.43
C 0.549 -3.126 0.563 -0.32
C 1.623 -3.438 -0.257 -0.13
C 2.795 -3.915 0.303 -0.07
C 2.881 -4.113 1.673 -0.06
C 1.801 -3.816 2.484 -0.07
C 0.639 -3.304 1.931 -0.12
C -3.049 -2.746 0.743 -0.33
C -4.229 -2.456 0.086 -0.14
C -5.434 -2.575 0.756 -0.06
C -5.452 -2.997 2.075 -0.06
C -4.267 -3.302 2.717 -0.06
C -3.057 -3.168 2.057 -0.10
C -1.408 -4.048 -1.905 -0.36
C -1.733 -3.734 -3.214 -0.14
C -1.789 -4.735 -4.169 -0.07
C -1.521 -6.046 -3.815 -0.07
C -1.207 -6.356 -2.503 -0.07
C -1.153 -5.361 -1.543 -0.12
H 1.532 -3.311 -1.329 0.09
H 3.641 -4.149 -0.325 0.11
H 3.787 -4.502 2.111 0.11
H 1.853 -3.985 3.549 0.11
H -0.182 -3.035 2.578 0.07
H -4.205 -2.115 -0.942 0.11
H -6.355 -2.334 0.248 0.11
H -6.389 -3.083 2.603 0.11
H -4.270 -3.639 3.743 0.11
H -2.145 -3.391 2.588 0.08
H -1.918 -2.702 -3.488 0.06
H -2.032 -4.495 -5.191 0.11
H -1.554 -6.824 -4.562 0.11
H -0.995 -7.376 -2.225 0.11
H -0.903 -5.606 -0.516 0.10
```

Its HOMO energy is -10.11 eV. The relative energy (zero: lowest compared OMol25 entry of this formula, charge and spin) comes out at 62.0 kJ/mol. The HOMO-LUMO gap is 7.802 eV. Its spin multiplicity is 1. As for the charge: +1.

Record 3
The following is a quantum chemistry calculation of a molecular structure, C49H47ClN4O3PbSi in a non-equilibrium geometry, from OMol25.

```
106
Properties=species:S:1:pos:R:3:lowdin_charge:R:1
Pb 1.598 -0.713 0.981 1.45
Cl -3.251 -6.377 -0.594 0.59
C -1.854 -5.409 -0.446 -0.77
C -0.839 -5.367 -1.451 -0.16
C 0.288 -4.548 -1.325 -0.05
C 0.401 -3.646 -0.213 -0.43
O 1.347 -2.765 -0.192 -0.31
C -0.544 -3.788 0.832 -0.19
C -0.506 -3.110 2.086 -0.17
N 0.431 -2.282 2.477 -0.10
C 0.763 -1.978 3.778 -0.27
C -0.120 -2.102 4.852 -0.09
C 0.332 -1.889 6.169 -0.16
C 1.613 -1.435 6.430 -0.11
C 2.524 -1.200 5.349 -0.20
C 3.868 -0.791 5.573 -0.10
C 4.724 -0.579 4.480 -0.14
C 4.210 -0.803 3.210 -0.23
N 2.953 -1.238 2.978 -0.06
C 2.102 -1.447 4.031 -0.19
C -1.679 -4.629 0.682 -0.14
H -0.932 -6.011 -2.330 0.07
H 1.092 -4.491 -2.073 0.09
H -1.324 -3.360 2.768 0.09
H -1.158 -2.360 4.594 0.08
H -0.328 -2.138 7.012 0.08
H 1.950 -1.264 7.452 0.08
H 4.209 -0.637 6.606 0.08
H 5.727 -0.177 4.624 0.08
H 4.821 -0.628 2.317 0.08
H -2.422 -4.604 1.471 0.09
N 3.625 0.476 -0.848 0.05
C 4.052 0.612 -2.190 -0.24
C 5.337 1.133 -2.386 -0.03
C 5.818 1.468 -3.672 -0.09
C 4.957 1.247 -4.757 -0.11
C 3.708 0.676 -4.535 -0.06
C 3.216 0.301 -3.279 -0.12
C 1.996 -0.566 -3.265 -0.13
C 2.245 -1.791 -3.863 -0.05
C 1.262 -2.735 -4.153 -0.09
C -0.050 -2.418 -3.839 -0.08
C -0.339 -1.185 -3.255 -0.06
C 0.662 -0.291 -2.869 -0.20
H 3.528 1.392 -0.400 0.06
H 4.257 -0.114 -0.329 0.08
H 5.950 1.314 -1.507 0.11
H 6.791 1.951 -3.790 0.09
H 5.239 1.502 -5.777 0.09
H 3.063 0.519 -5.419 0.12
H 3.300 -1.997 -4.095 0.12
H 1.539 -3.661 -4.642 0.10
H -0.863 -3.132 -4.002 0.11
H -1.383 -0.904 -3.058 0.08
C 0.287 0.938 -2.080 -0.17
Si -1.511 1.285 -1.439 0.78
C -1.282 2.206 0.283 -0.21
N -0.852 1.470 1.480 -0.20
C -0.456 2.382 2.559 -0.19
C -1.538 2.632 3.622 -0.17
C -2.980 2.444 3.101 -0.20
C -3.166 1.082 2.433 -0.17
C -1.824 0.500 1.965 -0.20
C -2.878 0.018 -1.166 -0.24
C -2.697 -1.386 -0.916 -0.06
C -3.804 -2.224 -0.677 -0.06
C -5.096 -1.703 -0.601 -0.09
C -5.295 -0.353 -0.901 -0.11
C -4.209 0.489 -1.144 -0.12
C -2.274 2.359 -2.786 -0.24
C -2.461 1.807 -4.077 -0.09
C -3.299 2.413 -4.983 -0.10
C -3.941 3.626 -4.657 -0.10
C -3.697 4.218 -3.411 -0.11
C -2.825 3.627 -2.512 -0.10
H 0.937 1.001 -1.207 0.02
H 0.529 1.820 -2.664 0.09
H -2.216 2.760 0.508 0.07
H -0.541 2.974 0.048 0.07
H -0.085 3.329 2.148 0.11
H 0.380 1.919 3.109 0.10
H -1.421 3.674 3.946 0.10
H -1.389 1.991 4.493 0.11
H -3.258 3.251 2.399 0.10
H -3.657 2.542 3.956 0.09
H -3.837 1.173 1.573 0.09
H -3.624 0.359 3.114 0.11
H -1.963 -0.278 1.213 0.09
H -1.336 0.040 2.827 0.12
H -1.694 -1.838 -0.894 0.11
H -3.666 -3.312 -0.563 0.09
H -5.919 -2.353 -0.320 0.09
H -6.288 0.085 -0.930 0.09
H -4.416 1.538 -1.369 0.10
H -1.931 0.897 -4.372 0.10
H -3.495 1.937 -5.940 0.10
H -4.627 4.097 -5.363 0.09
H -4.187 5.160 -3.166 0.09
H -2.553 4.129 -1.584 0.10
C 2.616 4.015 0.898 -0.09
O 2.340 2.600 0.615 -0.27
C 2.406 1.631 1.663 -0.55
O 2.771 1.972 2.766 -0.05
H 1.713 4.548 0.586 0.06
H 3.453 4.316 0.255 0.07
H 2.847 4.160 1.964 0.07
```

Its HOMO energy (spin up / spin down) is 0.99 / 0.95 eV. The HOMO-LUMO gap (spin up / spin down) is 2.813 / 2.857 eV. Its spin multiplicity is 1. As for the charge: -2.

Record 4
The following is a quantum chemistry calculation of a molecular structure, C49H47CuN6O2P2S2 in a non-equilibrium geometry, from OMol25.

```
109
Properties=species:S:1:pos:R:3:lowdin_charge:R:1
Cu 12.168 12.253 16.512 0.39
N 11.942 10.436 17.574 0.01
N 12.763 9.425 16.971 -0.08
C 12.415 9.069 15.685 -0.81
N 15.317 8.926 16.388 0.07
S 10.853 8.913 15.328 0.83
H 12.193 10.604 18.579 0.10
H 10.980 10.104 17.523 0.06
H 13.755 9.586 17.073 0.07
H 16.229 9.338 16.370 0.06
H 15.569 8.017 16.797 0.11
C 13.393 11.909 13.125 -0.33
N 12.849 13.220 12.968 -0.18
C 13.755 14.227 13.553 -0.33
P 13.228 14.763 15.174 1.06
C 11.918 15.940 14.926 -0.36
C 11.305 16.522 16.049 -0.11
C 10.400 17.552 15.949 -0.06
C 10.118 18.048 14.688 -0.06
C 10.753 17.566 13.533 -0.07
C 11.605 16.516 13.645 -0.08
C 14.588 15.887 15.328 -0.37
C 15.858 15.335 15.444 -0.11
C 17.032 16.122 15.572 -0.06
C 16.834 17.512 15.573 -0.11
C 15.591 18.100 15.521 -0.08
C 14.487 17.277 15.356 -0.06
C 12.408 13.470 11.610 -0.27
C 13.274 13.217 10.560 -0.02
C 12.947 13.578 9.238 -0.05
C 11.707 14.146 9.038 -0.09
C 10.867 14.400 10.081 -0.08
C 11.192 14.044 11.348 -0.04
P 13.513 11.297 14.851 1.14
C 15.190 11.610 15.404 -0.40
C 15.431 11.824 16.794 -0.10
C 16.715 11.741 17.300 -0.08
C 17.803 11.422 16.499 -0.05
C 17.556 11.286 15.132 -0.05
C 16.251 11.336 14.606 -0.14
C 13.516 9.318 14.646 -0.39
C 14.925 8.747 14.936 -0.30
C 15.066 7.348 14.408 -0.04
C 14.403 6.889 13.349 -0.06
C 13.359 7.749 12.750 -0.04
C 12.984 8.893 13.302 -0.15
H 14.367 11.746 12.754 0.07
H 12.703 11.186 12.664 0.10
H 13.780 15.100 12.875 0.11
H 14.822 13.821 13.632 0.11
H 11.417 16.003 16.997 0.09
H 9.936 17.995 16.812 0.11
H 9.465 18.890 14.546 0.10
H 10.560 18.023 12.588 0.11
H 12.146 16.152 12.769 0.09
H 16.014 14.284 15.377 0.07
H 18.020 15.681 15.550 0.10
H 17.706 18.229 15.819 0.13
H 15.541 19.194 15.702 0.12
H 13.534 17.773 15.331 0.10
H 14.279 12.822 10.787 0.12
H 13.728 13.439 8.474 0.12
H 11.386 14.392 8.019 0.12
H 9.883 14.760 9.891 0.11
H 10.578 14.148 12.241 0.11
H 14.600 11.944 17.434 0.05
H 16.896 11.819 18.358 0.12
H 18.796 11.320 16.980 0.13
H 18.313 11.087 14.378 0.11
H 16.178 11.051 13.567 0.11
H 15.602 9.349 14.333 0.11
H 15.830 6.701 14.908 0.13
H 14.590 5.917 12.890 0.11
H 12.901 7.476 11.828 0.11
H 12.225 9.495 12.944 0.05
C 15.951 18.199 19.615 -0.03
C 15.042 17.006 19.339 -0.26
C 13.725 17.048 19.695 -0.04
C 12.900 15.915 19.656 -0.06
C 13.424 14.667 19.311 -0.28
C 14.779 14.592 18.903 -0.03
C 15.583 15.770 18.910 -0.02
S 12.346 13.286 19.486 0.62
O 11.618 13.451 20.689 -0.26
O 13.150 12.075 19.295 -0.37
N 11.414 13.307 18.115 -0.17
C 10.103 13.810 17.994 -0.24
C 9.329 14.406 18.998 0.01
C 7.888 14.612 18.780 -0.06
C 7.308 14.329 17.619 -0.07
C 8.076 13.865 16.522 -0.13
C 7.541 13.599 15.257 0.02
C 8.316 12.962 14.324 -0.05
C 9.632 12.698 14.590 -0.13
N 10.201 12.982 15.771 0.06
C 9.478 13.583 16.685 -0.18
H 15.383 19.124 19.730 0.08
H 16.664 18.363 18.798 0.07
H 16.467 18.026 20.534 0.08
H 13.232 17.943 20.113 0.13
H 11.876 16.033 20.020 0.11
H 15.284 13.628 18.765 0.08
H 16.669 15.708 18.697 0.12
H 9.709 14.640 19.980 0.09
H 7.245 15.011 19.598 0.12
H 6.348 14.691 17.350 0.11
H 6.536 13.896 15.072 0.12
H 7.969 12.814 13.312 0.11
H 10.243 12.201 13.810 0.11
```

Its HOMO energy (spin up / spin down) is -9.90 / -9.84 eV. The HOMO-LUMO gap (spin up / spin down) is 7.217 / 5.729 eV. Its spin multiplicity is 2. As for the charge: +1. Its expectation value of S² is 0.754.

Number 1: energy -6905.43489 hartree. Number 2: energy -3806.30523 hartree. Number 3: energy -3282.63642 hartree. Number 4: energy -5493.68570 hartree.